{"formula": "C25H20CeCl4O2P", "method": "ωB97M-V with the def2-TZVPD basis set", "elements": ["C", "C", "C", "H", "C", "C", "H", "H", "H", "H", "Ce", "Cl", "P", "C", "C", "H", "C", "H", "C", "H", "C", "H", "C", "H", "C", "C", "H", "C", "H", "C", "H", "C", "H", "C", "H", "C", "C", "H", "C", "H", "C", "H", "C", "H", "C", "H", "Cl", "C", "Cl", "Cl", "C", "O", "O"], "positions_angstrom": [[-3.413829, 1.567220, 1.865803], [-2.025585, 1.787369, 1.595898], [-1.918570, 2.362917, 0.276618], [-1.199052, 1.610379, 2.287523], [-3.243368, 2.467238, -0.271571], [-4.168429, 1.960079, 0.709410], [-5.258433, 1.948976, 0.617429], [-3.835323, 1.228351, 2.813174], [-0.998250, 2.693818, -0.201540], [-3.512127, 2.858800, -1.252729], [-2.758841, 0.017580, -0.116746], [-2.304165, -0.341790, -2.618752], [0.701339, 0.087576, -0.277326], [1.435978, 1.424617, -1.270851], [2.627599, 2.090864, -0.953944], [3.203476, 1.803594, -0.075316], [3.070612, 3.141439, -1.763023], [3.989123, 3.665447, -1.501362], [2.346919, 3.519699, -2.896830], [2.699711, 4.338788, -3.530475], [1.165199, 2.841932, -3.222822], [0.595538, 3.128111, -4.106234], [0.712919, 1.804017, -2.416390], [-0.212520, 1.278680, -2.657985], [1.647079, 0.140232, 1.267255], [1.613296, 1.326474, 2.025736], [1.168546, 2.230698, 1.606895], [2.134827, 1.340279, 3.317243], [2.102362, 2.261198, 3.897890], [2.678389, 0.176159, 3.872395], [3.063307, 0.184240, 4.894153], [2.718785, -0.998795, 3.116156], [3.137365, -1.909124, 3.541555], [2.210676, -1.021791, 1.817948], [2.236495, -1.941677, 1.232853], [1.299949, -1.419919, -1.111202], [2.481382, -1.449050, -1.864233], [3.085550, -0.548321, -1.968429], [2.878249, -2.634910, -2.486291], [3.800769, -2.654758, -3.066119], [2.099393, -3.789415, -2.371608], [2.409208, -4.714142, -2.864787], [0.918549, -3.758224, -1.621772], [0.303205, -4.652383, -1.530767], [0.520744, -2.585379, -0.987697], [-0.398085, -2.565571, -0.397116], [-5.437002, -2.932672, 3.044190], [-4.853784, -3.407600, 1.431229], [-3.785173, -4.819245, 1.516222], [-6.195329, -3.730478, 0.316359], [-4.058566, -2.152469, 0.914195], [-2.783698, -2.051715, 1.103327], [-4.696408, -1.207344, 0.322461]], "forces_ev_per_a": [[0.147, 0.825, -0.476], [-0.759, 0.956, -0.475], [-0.924, 0.529, 0.764], [-0.267, -0.094, -0.325], [0.205, 0.430, 1.211], [0.734, 0.776, 0.328], [0.494, -0.173, -0.013], [0.160, -0.155, -0.420], [-0.233, -0.238, 0.012], [0.150, -0.185, 0.254], [1.327, -3.318, -1.657], [-0.344, 0.155, 0.881], [0.103, -0.293, -0.286], [-0.250, 0.451, -0.282], [-0.202, 0.076, -0.160], [-0.131, 0.078, -0.208], [-0.089, -0.084, -0.107], [-0.206, -0.135, -0.089], [-0.105, -0.167, 0.087], [-0.131, -0.309, 0.276], [0.214, 0.093, -0.004], [0.154, -0.064, 0.197], [0.153, 0.107, 0.248], [0.253, 0.174, -0.026], [-0.190, -0.060, 0.669], [0.051, -0.462, 0.165], [0.147, -0.154, 0.089], [0.012, -0.064, -0.011], [0.046, -0.214, -0.106], [-0.068, -0.065, -0.232], [-0.105, 0.009, -0.351], [0.011, 0.209, 0.087], [-0.056, 0.217, -0.077], [-0.129, 0.340, -0.029], [-0.001, 0.231, 0.189], [-0.281, -0.411, -0.087], [-0.193, -0.208, 0.063], [-0.132, -0.214, 0.003], [-0.096, -0.005, 0.080], [-0.243, 0.005, 0.136], [-0.108, 0.183, 0.144], [-0.113, 0.344, 0.165], [0.110, -0.093, -0.020], [0.170, 0.184, -0.034], [0.363, 0.301, -0.238], [0.183, -0.061, -0.133], [0.093, -0.114, -0.296], [0.371, 0.337, -0.481], [-0.261, 0.452, 0.064], [0.291, 0.099, 0.384], [0.809, 0.437, -0.070], [-1.869, 0.138, -0.420], [0.735, -0.797, 0.617]], "nbo_charge": [-0.27, -0.30, -0.30, 0.28, -0.31, -0.31, 0.28, 0.28, 0.29, 0.28, 1.60, -0.31, 0.90, -0.38, -0.20, 0.23, -0.20, 0.23, -0.19, 0.23, -0.21, 0.23, -0.16, 0.22, -0.39, -0.22, 0.21, -0.21, 0.23, -0.19, 0.23, -0.21, 0.23, -0.13, 0.22, -0.27, -0.22, 0.23, -0.20, 0.23, -0.19, 0.23, -0.19, 0.22, -0.22, 0.21, 0.08, -0.21, 0.09, 0.09, 0.77, -0.66, -0.67], "homo_ev": [-11.433, -11.433], "charge": 1, "e_tot_ev": -102647.92082, "homo_lumo_gap_ev": [5.93, 5.93]}


{"formula": "C25H20F3GeO7S5Ti", "method": "ωB97M-V with the def2-TZVPD basis set", "elements": ["Ti", "C", "O", "C", "C", "C", "C", "C", "C", "O", "C", "O", "C", "H", "H", "H", "H", "H", "H", "H", "H", "H", "O", "C", "S", "C", "C", "S", "S", "S", "Ge", "C", "C", "C", "C", "C", "C", "C", "C", "C", "C", "C", "C", "H", "H", "H", "H", "H", "H", "H", "H", "H", "H", "H", "F", "C", "F", "F", "S", "O", "O", "O"], "positions_angstrom": [[9.789440, 10.343370, 11.939118], [11.815559, 9.153570, 18.451565], [11.641985, 10.571027, 18.198543], [11.504341, 10.976424, 16.945462], [11.764383, 12.329054, 16.775180], [11.323177, 12.959104, 15.614184], [10.895707, 12.185366, 14.491644], [10.520771, 12.751422, 13.295011], [11.028850, 14.092827, 12.892228], [9.706622, 12.188181, 12.443724], [10.765073, 10.735682, 14.638273], [10.285798, 9.888663, 13.755408], [11.111942, 10.189269, 15.866412], [12.522194, 8.938751, 19.292835], [12.213284, 8.648842, 17.582132], [10.874577, 8.626566, 18.727388], [12.242591, 12.791465, 17.639746], [11.177050, 14.065614, 15.588408], [11.561129, 14.112370, 11.937300], [11.763196, 14.608861, 13.517080], [10.232795, 14.821315, 12.836225], [10.965016, 9.106584, 15.982405], [14.927633, 5.276434, 11.666246], [14.023943, 6.061118, 11.850655], [14.247551, 7.755711, 12.207549], [12.630804, 8.375357, 12.078228], [11.551578, 7.356628, 11.925821], [9.911743, 7.777374, 11.885847], [12.196267, 5.716922, 11.822425], [12.505445, 10.049269, 11.826834], [9.731395, 10.282909, 8.349186], [8.774985, 11.864239, 7.862003], [9.172054, 13.100748, 8.426379], [8.640962, 14.308629, 8.005179], [7.494449, 14.298736, 7.188706], [7.061781, 13.090326, 6.685061], [7.684359, 11.879063, 6.989646], [8.677787, 8.739624, 7.897595], [7.889287, 8.027447, 8.778037], [7.206914, 6.877607, 8.373305], [7.287883, 6.394548, 7.080255], [8.015161, 7.174595, 6.180014], [8.690241, 8.334083, 6.569482], [11.204765, 10.088953, 7.941532], [9.920257, 13.142039, 9.237666], [9.146165, 15.230516, 8.318270], [6.920693, 15.136020, 6.849724], [6.269017, 13.160249, 6.018786], [7.281022, 10.970075, 6.540552], [7.876718, 8.331218, 9.808058], [6.601536, 6.327679, 9.130879], [6.852661, 5.417150, 6.815370], [8.142495, 6.799527, 5.163399], [9.305167, 8.836429, 5.814182], [5.165573, 8.869282, 12.811536], [5.130149, 10.180935, 12.696837], [4.213532, 10.640657, 13.598315], [4.565972, 10.457200, 11.489888], [6.838571, 11.260013, 13.006576], [7.741550, 10.274894, 12.126343], [7.077201, 10.843466, 14.429365], [9.728480, 10.289926, 10.104302]], "forces_ev_per_a": [[-0.740, -1.993, -1.863], [-0.232, -0.530, 0.604], [0.758, -1.891, 1.625], [-0.164, -0.851, -1.961], [-0.563, 1.678, -0.629], [0.540, -0.029, 0.578], [-0.131, -1.673, 1.255], [-1.619, 0.588, -2.280], [0.664, 1.505, -0.070], [2.280, 2.309, 1.814], [-0.811, -0.334, -0.452], [0.867, 1.767, 1.897], [0.217, -0.871, 1.693], [-0.492, 0.912, -0.625], [0.157, 0.032, -0.271], [0.289, 0.746, -0.309], [-0.555, 0.479, -0.325], [0.715, -1.036, -0.118], [-0.512, -0.584, -0.253], [-0.095, -0.712, 0.575], [-0.598, 0.010, -0.362], [-0.083, 0.624, -0.114], [-1.241, 0.450, 0.303], [-0.695, -0.112, -0.144], [0.760, 0.283, 0.054], [-1.892, -1.105, -0.931], [1.663, 2.237, 0.538], [0.858, -1.359, -0.255], [0.507, -0.282, -0.117], [-0.063, -0.413, 0.157], [0.006, -0.793, 1.620], [-0.402, 1.278, -0.100], [0.506, -0.255, -0.007], [-0.588, 0.390, 0.058], [1.075, -0.684, 0.044], [1.051, -0.176, 0.997], [0.136, 0.171, -0.084], [-0.025, 0.107, -1.061], [-0.075, -0.433, 0.134], [-0.694, -0.429, 1.259], [0.284, 0.340, -0.035], [0.252, -0.548, -0.623], [-0.083, -0.902, -0.538], [-0.132, 0.270, -0.357], [-0.141, -0.257, -0.707], [-0.587, -0.258, 0.096], [0.252, 0.812, 0.150], [-1.540, -0.382, -1.075], [0.310, 0.088, 0.136], [-0.203, 0.083, 0.349], [0.606, 0.456, -0.621], [0.153, 0.734, -0.014], [-0.093, 0.231, 0.105], [-0.225, -0.030, 0.276], [0.631, -0.196, 0.179], [-0.405, 1.850, -0.228], [0.426, -0.160, 0.084], [0.479, -0.043, -0.048], [0.660, -4.799, 0.768], [-1.358, 1.733, 0.864], [-0.358, 1.459, -1.463], [0.295, 0.496, -0.169]], "nbo_charge": [1.38, -0.27, -0.49, 0.36, -0.32, -0.09, -0.33, 0.58, -0.70, -0.66, 0.47, -0.71, -0.35, 0.19, 0.19, 0.19, 0.22, 0.22, 0.25, 0.22, 0.24, 0.23, -0.57, 0.22, 0.36, -0.41, -0.39, 0.05, 0.28, -0.07, 1.64, -0.48, -0.18, -0.22, -0.21, -0.24, -0.13, -0.46, -0.19, -0.20, -0.23, -0.24, -0.17, -0.17, 0.22, 0.21, 0.21, 0.20, 0.21, 0.24, 0.21, 0.21, 0.20, 0.19, -0.32, 0.76, -0.36, -0.36, 1.46, -0.99, -0.95, -1.15], "homo_ev": [-4.434, -5.896], "charge": -1, "e_tot_ev": -182546.10925, "spin_multiplicity": 3, "de_lowest_kcal_mol": 0.0, "homo_lumo_gap_ev": [6.27, 7.07]}


{"formula": "C25H20F5InN4O6S3", "method": "ωB97M-V with the def2-TZVPD basis set", "elements": ["In", "O", "C", "O", "C", "C", "C", "C", "C", "N", "H", "H", "H", "H", "O", "S", "O", "O", "O", "C", "C", "C", "C", "C", "C", "N", "H", "H", "H", "H", "H", "H", "H", "H", "F", "C", "C", "F", "C", "F", "C", "S", "C", "F", "C", "F", "N", "C", "S", "N", "C", "C", "C", "C", "C", "C", "H", "H", "H", "H", "H", "H", "H", "H"], "positions_angstrom": [[-1.102723, -0.833954, -0.263670], [-5.251691, 0.286001, -0.224057], [-4.075323, 0.001166, -0.015974], [-3.215433, -0.416903, -0.850145], [-3.554293, 0.163829, 1.416398], [-4.391444, 0.551274, 2.448514], [-3.863412, 0.648204, 3.723282], [-2.528500, 0.333664, 3.928300], [-1.753714, -0.057349, 2.846702], [-2.266551, -0.112768, 1.615681], [-5.425458, 0.760690, 2.214659], [-4.488937, 0.954029, 4.554200], [-2.078435, 0.379524, 4.910072], [-0.717966, -0.354012, 2.958768], [1.489863, -3.383406, 1.265226], [0.657133, -2.235710, 1.551288], [0.805434, -1.741785, 2.918906], [-0.804445, -2.512293, 1.255575], [0.923849, -1.106223, 0.538638], [-2.077779, 2.690508, -0.198140], [-0.925888, 2.311476, -1.070485], [-0.198980, 3.151567, -1.890091], [0.784974, 2.352602, -2.530334], [0.624918, 1.069626, -2.053081], [1.398744, -0.153986, -2.438697], [-0.426412, 1.032342, -1.171462], [-2.220528, 3.773438, -0.244550], [-1.904670, 2.423489, 0.845962], [-3.008187, 2.222496, -0.523741], [-0.371963, 4.212629, -2.011226], [1.519330, 2.664465, -3.259469], [2.209174, 0.125651, -3.116109], [0.771094, -0.887284, -2.953240], [1.820644, -0.658749, -1.568278], [-3.754430, -1.976330, -7.067548], [-3.175642, -2.150962, -5.860891], [-2.786687, -1.064016, -5.103591], [-2.986541, 0.172534, -5.581264], [-2.190171, -1.250754, -3.869049], [-1.828975, -0.159965, -3.212491], [-1.956807, -2.519479, -3.325761], [-1.225530, -2.871861, -1.778205], [-2.365771, -3.590286, -4.129540], [-2.192582, -4.853978, -3.709968], [-2.958515, -3.422246, -5.365065], [-3.334719, -4.492689, -6.094719], [1.831518, 2.835613, 0.946857], [2.308786, 2.013851, 1.905727], [1.412935, 1.497970, 3.179637], [3.623790, 1.671920, 1.696743], [4.362517, 0.663773, 2.325662], [3.774231, -0.520868, 2.770009], [4.575380, -1.498815, 3.330887], [5.950776, -1.331184, 3.450986], [6.532560, -0.161512, 2.987675], [5.741857, 0.831299, 2.428908], [0.830393, 2.991145, 0.980886], [2.141992, 2.687509, -0.003287], [4.149325, 2.320102, 1.130264], [2.705902, -0.689478, 2.669294], [4.103779, -2.414410, 3.663332], [6.561570, -2.109927, 3.890522], [7.603454, -0.012790, 3.061851], [6.193182, 1.751587, 2.072713]], "forces_ev_per_a": [[-0.128, -0.103, -0.179], [-0.051, 0.011, 0.007], [0.050, 0.007, 0.099], [-0.041, -0.027, 0.062], [0.001, -0.080, -0.114], [-0.035, 0.005, -0.084], [0.069, -0.012, 0.067], [-0.010, -0.010, -0.042], [-0.067, 0.079, 0.010], [-0.019, 0.068, 0.060], [0.012, -0.005, 0.002], [0.003, 0.002, 0.003], [0.010, 0.002, 0.008], [0.003, 0.004, 0.012], [0.167, -0.007, 0.036], [-0.374, -0.257, -0.588], [0.171, 0.072, 0.065], [-0.095, -0.049, 0.095], [0.128, 0.152, 0.395], [-0.001, 0.062, -0.043], [0.185, -0.069, -0.151], [-0.081, 0.031, 0.080], [0.167, 0.073, 0.127], [-0.037, -0.129, -0.037], [-0.021, 0.031, -0.004], [0.124, 0.084, 0.235], [0.020, -0.047, -0.002], [-0.035, -0.022, 0.077], [-0.002, -0.005, 0.020], [-0.012, -0.027, -0.004], [0.007, 0.000, -0.004], [-0.017, 0.009, 0.027], [-0.009, 0.017, -0.001], [0.010, 0.014, 0.011], [0.048, -0.021, 0.095], [-0.049, -0.026, -0.101], [-0.017, -0.083, -0.025], [0.001, 0.022, -0.002], [-0.063, -0.265, -0.071], [0.115, 0.147, 0.056], [-0.099, 0.015, 0.002], [0.115, 0.099, -0.025], [0.007, 0.063, -0.002], [0.003, 0.033, 0.004], [-0.039, -0.007, -0.066], [0.026, 0.063, 0.042], [-0.495, 0.510, -0.419], [0.341, -0.524, 0.021], [-0.310, 0.314, 0.466], [-0.182, 0.309, -0.097], [0.159, -0.254, 0.081], [-0.084, 0.053, -0.116], [0.041, -0.062, 0.065], [-0.024, 0.017, -0.003], [0.020, -0.002, 0.006], [-0.046, 0.058, 0.033], [0.202, -0.058, 0.046], [0.047, -0.103, -0.151], [-0.038, -0.130, -0.069], [0.224, -0.024, 0.027], [-0.026, -0.020, -0.031], [0.009, -0.011, -0.002], [0.008, -0.004, -0.003], [0.015, 0.014, -0.004]], "nbo_charge": [1.76, -0.69, 0.75, -0.77, 0.12, -0.24, -0.17, -0.25, 0.08, -0.50, 0.24, 0.20, 0.22, 0.28, -1.01, 2.58, -1.04, -1.07, -1.10, -0.64, 0.10, -0.36, -0.37, 0.13, -0.66, -0.66, 0.20, 0.21, 0.22, 0.19, 0.19, 0.20, 0.22, 0.25, -0.31, 0.22, 0.31, -0.31, 0.31, -0.28, -0.25, -0.23, 0.30, -0.31, 0.25, -0.31, -0.81, 0.28, -0.22, -0.63, 0.25, -0.24, -0.18, -0.25, -0.22, -0.29, 0.42, 0.40, 0.38, 0.29, 0.22, 0.20, 0.19, 0.19], "homo_ev": -2.398, "charge": -2, "e_tot_ev": -95767.99761, "de_lowest_kcal_mol": 0.0, "homo_lumo_gap_ev": 6.74}